{
  "formula": "C5H8N2",
  "method": "ωB97M-V/def2-TZVPD",
  "smiles": "Cc1cn(C)cn1",
  "gap_ev": 8.75,
  "homo_energy_ev": -7.965,
  "de_lowest_kj_mol": 219.6,
  "total_charge": 0,
  "symbols": ["C", "N", "C", "N", "C", "C", "C", "H", "H", "H", "H", "H", "H", "H", "H"],
  "positions_angstrom": [[-2.01031, -0.14953, -0.40085], [-0.89871, 0.19687, 0.46445], [-0.34047, -0.60065, 1.44122], [0.93315, -0.39002, 1.60410], [1.25642, 0.56516, 0.63700], [2.07614, 0.05336, -0.54442], [0.10516, 1.02777, 0.06644], [-1.68126, -0.63181, -1.33811], [-2.66088, -0.84681, 0.12682], [-2.55025, 0.76345, -0.64814], [-0.94765, -1.31041, 1.99008], [2.78414, -0.70946, -0.23394], [1.34124, -0.45962, -1.20114], [2.52216, 0.84052, -1.14804], [0.07114, 1.65118, -0.81548]],
  "forces_ev_per_angstrom": [[-0.3228, 0.1132, 0.1061], [-0.1607, 0.3567, 0.3696], [-0.1972, -0.0785, 0.1121], [-0.2526, -0.3449, -0.5195], [-0.2628, -0.3603, -0.6682], [0.6819, -0.0116, -0.0427], [-0.2893, -0.0444, -0.0700], [0.0546, 0.2082, 0.4372], [-0.0755, 0.1405, -0.0437], [-0.1886, -0.1326, -0.0227], [0.0427, 0.1153, 0.0030], [0.3879, 0.2409, 0.0375], [0.6346, -0.0403, 0.2293], [0.3254, -0.0209, 0.0670], [-0.3777, -0.1413, 0.0049]],
  "mulliken_charge": [-0.8585, 0.1142, -0.0885, -0.6382, 0.5325, -1.1299, -0.5447, 0.3050, 0.3232, 0.3067, 0.3964, 0.3417, 0.2755, 0.2846, 0.3797]
}